(1)
103
Properties=species:S:1:pos:R:3:forces:R:3:lowdin_charge:R:1 method="wB97M-V/def2-TZVPD" spin_multiplicity=1 orbital_gap_ha="0.222 / 0.221" e_above_lowest_kcal_mol=3.4 lumo_energy_ev="-6.6283 / -6.6271" total_charge=+2 total_energy_ha=-4535.856936
In -2.5519 0.4804 0.2085 0.2 0.2 0.0 0.879
As 1.1381 1.1726 -1.4049 -0.1 0.9 0.4 1.429
O 1.9176 -2.1664 2.1529 0.1 0.2 0.0 0.068
N 1.3888 -4.0161 3.3361 0.0 0.0 0.1 -0.048
N -6.1573 1.4980 0.4835 -0.4 0.2 0.0 0.138
N -4.6863 0.2388 -0.8673 0.1 -0.2 -0.2 -0.009
N -1.7694 -2.1287 0.3202 -0.3 0.0 0.1 -0.034
N 0.1598 2.5437 -1.2473 0.3 -0.2 -0.6 -0.110
N -4.2345 1.2251 1.8215 0.1 -0.1 0.2 -0.011
C 1.8905 1.9941 -5.9286 0.0 0.0 0.0 -0.235
C 2.7088 2.0519 -3.6339 0.0 0.0 -0.2 -0.271
C 4.5615 -0.1865 1.4471 0.1 0.0 0.0 -0.230
C 2.5976 -3.8427 4.1460 0.0 0.1 0.1 -0.187
C 4.4456 -0.6934 0.1573 -0.1 0.0 0.0 0.008
C 1.1767 -3.1204 2.3614 0.0 0.0 -0.1 -0.418
C 2.8444 2.3523 -4.9819 0.0 0.0 0.1 0.013
C -1.7750 5.2076 0.2970 0.1 0.0 0.0 -0.061
C 0.5845 0.9415 -4.1786 0.2 -0.1 -0.2 -0.276
C -5.8886 0.7577 -0.6504 -0.1 0.0 0.0 -0.280
C -0.0058 -3.2852 1.4495 0.0 0.1 0.0 -0.103
C -6.1974 2.2194 2.7467 0.1 0.0 0.0 0.012
C -1.4628 4.0650 -0.4100 -0.1 0.0 0.1 -0.047
C 2.0705 2.3806 -7.3667 0.0 0.0 0.0 -0.028
C -5.4882 1.6320 1.6902 -0.2 0.0 -0.1 -0.284
C 3.3814 -0.3689 -0.6650 0.1 0.1 0.1 -0.273
C 3.5418 0.6124 1.9406 0.0 0.0 0.0 -0.002
C 0.8542 4.3022 0.2525 0.0 0.1 -0.1 -0.051
C 5.7182 -0.5583 2.3221 0.0 0.0 0.0 -0.019
C 2.4334 0.5605 -0.1683 0.2 -0.4 -0.2 -0.273
C -3.6501 1.3587 3.0280 0.0 0.1 0.1 -0.156
C -0.1448 3.5868 -0.4223 0.0 -0.2 0.2 -0.387
C 3.8488 -4.3400 3.4422 0.0 0.0 0.0 -0.061
C -0.7730 5.9267 0.9416 0.0 0.0 0.0 -0.053
C -5.5842 2.3470 3.9654 0.1 0.0 0.1 -0.027
C -6.7318 -0.1384 -2.7008 0.0 -0.1 -0.1 -0.025
C -4.5026 -0.4836 -1.9934 0.0 -0.1 -0.1 -0.164
C 0.5410 5.4831 0.9003 0.0 0.0 0.0 -0.054
C 1.3070 1.6732 1.8486 -0.1 0.0 0.0 -0.040
C -4.2716 1.8982 4.1237 0.0 0.0 -0.1 -0.038
C -0.7637 -2.1518 1.1860 0.1 0.0 0.0 -0.116
C 1.5671 1.3322 -3.2758 -0.4 -0.3 0.2 -0.271
C 0.4332 -5.0329 3.7610 -0.2 0.0 0.0 -0.200
C -2.0573 -3.2570 -0.3335 0.0 -0.1 -0.1 -0.125
C 0.9607 -6.4471 3.5899 0.0 0.0 0.0 -0.064
C -1.3435 -4.4292 -0.1620 0.0 0.1 0.0 -0.020
C 0.7758 1.2827 -5.5128 0.0 -0.1 0.1 0.010
C -5.4750 -0.7064 -2.9298 0.0 0.0 0.1 -0.039
C -0.2957 -4.4412 0.7447 0.0 0.0 0.0 0.009
C 3.2869 -1.0479 -2.0063 -0.1 -0.1 0.0 -0.041
C 3.7749 2.4843 -2.6688 0.0 0.0 0.1 -0.033
C 2.4445 0.9678 1.1768 0.0 -0.1 0.0 -0.261
C -0.6537 0.1994 -3.7653 0.0 -0.1 0.1 -0.067
C -6.9418 0.5944 -1.5648 0.1 0.0 0.0 0.014
H -0.4620 -0.4645 -2.9123 0.0 0.0 -0.1 0.051
H -2.2208 3.5304 -0.9681 0.0 0.0 0.0 0.091
H 5.1934 -1.3862 -0.2067 0.0 0.0 0.0 0.127
H -1.6018 -5.3092 -0.7297 0.0 -0.1 0.0 0.118
H 2.6968 -2.7802 4.3798 0.0 -0.1 0.0 0.120
H -7.1116 1.8407 0.5180 0.3 -0.1 0.0 0.149
H 6.4099 -1.2232 1.8121 0.0 0.0 0.0 0.084
H 0.2116 -7.1662 3.9145 0.0 0.0 0.0 0.084
H -7.2113 2.5565 2.5984 -0.1 0.0 0.0 0.123
H -6.1189 2.7879 4.7937 0.0 0.0 0.1 0.125
H 0.3385 1.3861 1.4268 0.1 0.0 0.0 0.031
H -0.4976 -4.8953 3.2054 0.1 0.0 0.1 0.112
H 3.5712 0.9230 2.9765 0.0 0.0 0.1 0.135
H 1.8547 -6.6126 4.1880 0.1 0.0 0.0 0.075
H 1.1936 2.1302 -7.9571 0.0 0.0 0.0 0.081
H 1.3033 1.4174 2.9063 0.0 0.0 0.0 0.097
H -3.5044 -0.8899 -2.1329 0.0 0.0 0.0 0.079
H 5.3647 -1.0558 3.2243 0.0 0.0 0.1 0.088
H 0.1992 -4.8454 4.8137 0.0 0.0 0.0 0.128
H 1.8817 3.9652 0.1838 0.0 0.0 0.0 0.111
H 6.2653 0.3306 2.6350 0.0 0.0 0.0 0.095
H -5.2690 -1.2965 -3.8085 0.0 0.0 0.0 0.116
H 3.7232 2.8957 -5.2983 0.1 0.1 0.0 0.131
H 1.2093 -6.6584 2.5507 0.0 0.0 -0.1 0.071
H -1.0245 -0.4151 -4.5835 0.0 0.0 0.0 0.089
H 2.9281 1.8690 -7.8011 0.1 0.0 0.0 0.094
H -1.0144 6.8464 1.4515 0.0 0.1 0.1 0.114
H -2.8894 -3.2158 -1.0257 0.0 0.0 0.0 0.108
H 3.3661 2.8951 -1.7401 0.0 0.0 -0.1 0.065
H -7.5351 -0.2764 -3.4091 0.0 0.0 -0.1 0.125
H 4.0378 -1.8326 -2.0715 0.0 0.0 0.0 0.092
H 1.3230 6.0542 1.3789 0.0 0.0 0.0 0.117
H 2.2511 3.4501 -7.4563 0.0 0.1 0.0 0.092
H -3.7551 1.9740 5.0665 0.0 0.0 0.1 0.116
H -2.6221 1.0160 3.0934 0.0 0.0 0.0 0.088
H -1.4456 0.8952 -3.4787 0.0 0.0 0.0 0.082
H 2.4317 -4.3795 5.0807 0.0 0.0 0.0 0.123
H 0.0332 0.9864 -6.2399 -0.1 0.0 -0.1 0.125
H 4.3936 3.2527 -3.1243 0.0 0.0 0.0 0.091
H 1.3840 2.7589 1.7816 0.0 -0.1 0.1 0.063
H 4.4258 1.6533 -2.3923 0.0 0.0 0.0 0.085
H -2.7938 5.5607 0.3231 -0.1 0.1 0.0 0.111
H 4.0233 -3.7691 2.5318 0.0 0.0 0.0 0.067
H 4.7155 -4.2220 4.0904 0.0 0.0 0.0 0.082
H 2.3123 -1.5243 -2.1478 0.0 0.0 0.0 0.087
H -7.9049 1.0378 -1.3635 -0.1 0.0 0.0 0.125
H 3.7648 -5.3936 3.1815 0.0 0.0 0.0 0.071
H -0.5177 -1.2210 1.6907 0.0 0.0 0.0 0.090
H 3.4510 -0.3742 -2.8433 0.0 0.0 -0.1 0.067
H 0.2946 -5.3338 0.8902 0.0 -0.1 0.0 0.121

(2)
17
Properties=species:S:1:pos:R:3:forces:R:3:lowdin_charge:R:1 method="wB97M-V/def2-TZVPD" spin_multiplicity=1 orbital_gap_ha=0.410 e_above_lowest_kcal_mol=12.7 lumo_energy_ev=0.9457 total_energy_ha=-234.812335
O 0.9998 0.4593 -1.0660 0.4 0.4 -0.4 -0.115
C -1.3646 -1.4168 -0.2913 0.5 -1.0 0.4 -0.162
C 0.5703 1.7622 -0.6383 0.1 -1.3 0.0 -0.306
C 1.5133 2.3881 0.3563 0.0 -0.2 0.4 -0.094
C -1.0562 -2.5923 0.6647 -0.1 0.8 -0.3 -0.164
H -0.2221 -2.3076 1.3093 -0.1 -0.2 0.2 0.056
H -2.1208 -1.7239 -1.0105 -0.2 0.3 0.0 0.064
H 1.6344 1.7734 1.2574 -0.4 0.0 -0.1 0.075
H 2.5295 2.4790 -0.0266 -0.1 0.4 -0.3 0.076
H -1.6951 -0.5713 0.3122 -0.1 0.2 -0.3 0.061
H 1.0835 3.3384 0.6738 0.4 0.2 0.0 0.075
H -0.4537 -1.1745 -0.8352 -0.4 0.2 -0.1 0.037
H 0.5064 2.3137 -1.5715 -0.1 0.3 0.1 0.113
H -0.7647 -3.4826 0.1168 -0.1 -0.2 0.0 0.058
H -1.9404 -2.7838 1.2685 0.1 -0.3 0.2 0.057
H 1.2108 -0.0889 -0.3082 0.0 0.1 0.3 0.066
H -0.4303 1.6277 -0.2114 0.0 0.4 0.0 0.102

(3)
8
Properties=species:S:1:pos:R:3:forces:R:3:mulliken_spin:R:1 method="wB97M-V/def2-TZVPD" spin_multiplicity=3 orbital_gap_ha="0.259 / 0.316" e_above_lowest_kcal_mol=97.7 lumo_energy_ev="-6.6665 / -7.8840" total_charge=+1 total_energy_ha=-401.059729
Au 1.4566 1.3242 0.4119 -0.2 9.2 3.0 0.450
O 1.9778 -0.3507 -0.0673 -1.3 -5.5 -2.6 0.302
O -2.6518 0.7481 0.1013 3.5 -3.1 1.7 0.375
C 0.6787 -0.6970 -0.1477 0.0 -2.8 3.7 0.039
C -0.3391 0.2744 0.1093 4.1 -1.0 -3.4 0.295
C -1.6756 0.1113 0.4931 -4.9 3.6 -1.5 0.491
H 0.0806 0.2802 -1.1851 -1.4 0.2 0.8 0.031
H 0.4728 -1.6904 0.2846 0.2 -0.6 -1.7 0.017